No. 1
A structure of composition C30H35N5O12Si2, computed with ωB97M-V with the def2-TZVPD basis set.

Highest occupied orbital energy: -9.86 eV
Net charge: 0
Electronic energy: -2919.504266 Ha
Max |F|: 0.007 Eh/bohr
LUMO: -0.60 eV

Each line ends with the Mulliken charge.
Atoms and positions in Å:
C 1.5224 3.2158 2.5677  -1.03
C 1.4614 2.3487 1.2976  -0.34
Si 0.6766 0.6798 1.5026  -0.03
C 1.0600 -0.0011 3.2108  -0.36
C 0.7502 -1.4626 3.4040  -0.10
O 0.5879 -1.9913 4.4751  -0.54
O -0.9692 0.7201 1.2486  -0.15
Si -2.1805 0.7808 2.3371  0.06
C -2.4053 2.4331 3.1509  0.02
C -2.5045 2.3584 4.6957  -1.28
O -3.5778 0.3908 1.4739  -0.08
N -4.6466 -0.3105 2.1467  0.26
O -4.4384 -1.4456 2.2311  -0.23
H 0.5645 3.2702 3.0981  0.12
H 1.8164 4.2476 2.3433  0.39
H 2.2594 2.8139 3.2732  0.30
H 2.4813 2.1277 0.9466  0.33
H 0.9685 2.8943 0.4828  0.38
H 1.2174 -0.2916 0.5306  -0.20
H 0.6310 0.5521 4.0557  0.59
H 2.1575 0.1050 3.2977  0.51
H 0.6910 -2.0707 2.4758  0.21
H -2.0504 -0.2829 3.3584  -0.16
H -3.3287 2.8608 2.7363  0.40
H -1.6032 3.1146 2.8450  -0.02
H -2.1670 1.3924 5.0941  0.40
H -1.8895 3.1284 5.1692  0.31
H -3.5362 2.5037 5.0316  0.33
C -3.8807 6.9658 -0.6979  -0.44
C -4.6650 6.6991 0.4167  -0.49
C -4.0821 6.5933 1.6696  -0.30
C -2.7135 6.7598 1.7705  0.15
C -1.9094 7.0278 0.6785  -0.43
C -2.5079 7.1298 -0.5673  -0.44
N -2.0821 6.6345 3.0997  1.08
O -2.8016 6.3681 4.0410  -0.61
O -0.8797 6.7910 3.1690  -0.62
H -4.3418 7.0464 -1.6733  0.39
H -5.7339 6.5718 0.3128  0.38
H -4.6660 6.3853 2.5534  0.47
H -0.8450 7.1500 0.8104  0.47
H -1.8990 7.3371 -1.4367  0.38
C -2.7183 -2.3449 -0.4697  0.06
C -1.9338 -3.4705 -0.6886  -0.88
C -1.8564 -4.0329 -1.9534  -0.17
C -2.5858 -3.4469 -2.9734  0.08
C -3.3767 -2.3287 -2.7831  -0.65
C -3.4353 -1.7769 -1.5146  -0.39
N -2.4960 -4.0192 -4.3278  1.06
O -1.8010 -5.0066 -4.4822  -0.60
O -3.0937 -3.4590 -5.2251  -0.63
H -2.7706 -1.8962 0.5102  0.32
H -1.3731 -3.9103 0.1253  0.41
H -1.2457 -4.9008 -2.1524  0.47
H -3.9204 -1.9053 -3.6140  0.46
H -4.0364 -0.8949 -1.3382  0.43
C 4.8889 -4.9488 1.4836  -0.49
C 3.6957 -4.2444 1.5654  -0.54
C 3.6806 -2.8773 1.3469  0.07
C 4.8761 -2.2464 1.0563  0.03
C 6.0770 -2.9243 0.9608  -0.55
C 6.0740 -4.2925 1.1791  -0.44
N 4.8736 -0.7857 0.8595  1.06
O 3.8134 -0.2015 1.0009  -0.64
O 5.9187 -0.2457 0.5679  -0.61
H 4.8936 -6.0178 1.6495  0.39
H 2.7722 -4.7600 1.7873  0.41
H 2.7658 -2.3054 1.3912  0.36
H 6.9837 -2.3868 0.7279  0.49
H 7.0010 -4.8453 1.1120  0.39
C 1.3440 -2.7804 -7.3018  -0.56
C 0.5088 -3.3322 -6.3394  -0.25
C 0.9854 -3.5587 -5.0575  -0.22
C 2.2959 -3.2258 -4.7745  -0.11
C 3.1494 -2.6773 -5.7144  -0.49
C 2.6588 -2.4558 -6.9911  -0.38
N 2.8035 -3.4582 -3.4094  1.08
O 2.0377 -3.9334 -2.5926  -0.61
O 3.9504 -3.1367 -3.1719  -0.63
H 0.9693 -2.6056 -8.3017  0.39
H -0.5126 -3.5962 -6.5797  0.39
H 0.3613 -4.0055 -4.2999  0.52
H 4.1656 -2.4333 -5.4447  0.47
H 3.3069 -2.0289 -7.7445  0.37

Atomic forces in eV per Å
C 0.1 0.0 0.1
C 0.2 0.2 0.0
Si 0.0 -0.1 -0.3
C 0.1 0.0 0.2
C 0.1 -0.1 0.2
O -0.1 0.1 -0.3
O 0.0 0.1 0.3
Si -0.4 -0.1 -0.1
C -0.1 0.3 0.1
C 0.0 0.0 0.1
O -0.1 -0.1 0.1
N 0.0 0.2 -0.2
O 0.0 -0.1 0.1
H 0.1 0.0 -0.1
H 0.0 -0.2 0.0
H -0.2 0.1 -0.1
H -0.2 0.2 0.0
H 0.0 -0.1 0.1
H -0.1 0.0 -0.1
H 0.1 0.0 -0.1
H -0.2 -0.1 0.0
H 0.0 0.0 0.0
H 0.1 0.0 0.0
H 0.2 0.0 0.0
H -0.1 -0.1 0.0
H -0.1 0.2 -0.1
H -0.1 0.0 -0.1
H 0.2 0.0 0.0
C 0.0 0.0 0.0
C 0.0 0.0 0.0
C 0.0 0.0 0.0
C 0.0 0.0 0.1
C 0.0 0.0 0.0
C 0.0 0.0 0.0
N 0.0 -0.1 0.0
O 0.0 0.0 0.0
O 0.0 0.0 0.0
H 0.0 0.0 0.0
H 0.0 0.0 0.0
H 0.0 0.0 0.0
H 0.0 0.0 0.0
H 0.0 0.0 0.0
C 0.1 0.0 -0.1
C 0.0 0.0 0.0
C 0.0 0.0 0.0
C 0.0 0.0 0.0
C 0.0 0.0 0.0
C 0.0 0.0 0.0
N 0.1 0.1 0.0
O -0.1 0.0 0.0
O 0.0 0.0 0.0
H 0.0 0.0 0.0
H 0.0 0.0 0.0
H 0.0 0.0 0.0
H 0.0 0.0 0.0
H 0.0 0.0 0.0
C 0.0 0.0 0.0
C 0.0 0.0 -0.1
C 0.0 0.0 0.0
C 0.0 0.1 0.0
C 0.0 0.0 0.0
C 0.0 0.0 0.0
N 0.0 0.0 -0.1
O 0.0 0.0 0.1
O 0.0 0.0 0.0
H 0.0 0.0 0.0
H 0.0 0.0 0.0
H 0.0 0.0 0.0
H 0.0 0.0 0.0
H 0.0 0.0 0.0
C 0.0 0.0 0.0
C 0.0 0.0 0.0
C 0.0 -0.1 -0.1
C 0.0 0.0 0.0
C 0.0 0.0 0.0
C 0.0 0.0 0.0
N -0.1 0.1 0.1
O 0.1 0.0 0.0
O 0.0 -0.1 0.0
H 0.0 0.0 0.0
H 0.0 0.0 0.0
H 0.0 0.0 0.0
H 0.0 0.0 0.0
H 0.0 0.0 0.0

---

No. 2
A structure of composition C30H35NPdS4Sb at a distorted geometry, computed with ωB97M-V with the def2-TZVPD basis set.

Highest occupied orbital energy (spin up / spin down): -15.44 / -15.43 eV
Net charge: +3
Energy above the lowest of the compared OMol25 structures with the same formula, charge and spin: 2.0959 eV
Electronic energy: -3178.687292 Ha
Max |F|: 0.030 Eh/bohr
LUMO (spin up / spin down): -12.36 / -12.36 eV

Each line ends with the Mulliken charge.
Atoms and positions in Å:
Pd -0.6297 1.7557 0.1418  0.26
C 4.0582 3.6148 -1.9437  -0.72
C 4.2989 2.7975 -0.6663  -0.85
S 2.8615 1.8629 -0.0181  0.17
C 2.2666 2.8558 1.3937  -1.00
C 1.6573 4.1989 1.0405  -0.42
S 0.1833 4.1444 -0.0422  -0.10
C 0.8244 3.9746 -1.7545  -0.31
C 1.6398 5.1601 -2.2563  -0.90
S 3.3628 5.2799 -1.6666  -0.07
H 3.4442 3.0782 -2.6663  0.36
H 5.0276 3.8004 -2.4062  0.47
H 4.6951 3.4207 0.1340  0.41
H 5.0328 2.0213 -0.8864  0.47
H 3.0924 2.9909 2.0926  0.61
H 1.5213 2.2175 1.8702  0.38
H 2.3726 4.8529 0.5466  0.16
H 1.3154 4.6901 1.9547  0.52
H -0.0799 3.8767 -2.3610  0.44
H 1.3857 3.0516 -1.8165  0.27
H 1.1830 6.1066 -1.9652  0.37
H 1.6710 5.1264 -3.3456  0.49
C -3.0413 4.6572 1.1290  -1.16
C -3.5578 3.4311 0.5587  0.82
C -4.9949 3.1340 0.3265  -0.57
C -5.0426 1.9291 -0.2347  -1.07
C -3.6422 1.4913 -0.3670  0.94
C -3.1900 0.2588 -1.0043  -0.90
N -2.7739 2.4137 0.1471  0.15
H -3.8229 5.2104 1.6490  0.44
H -2.6711 5.2988 0.3121  0.36
H -2.1921 4.4586 1.7857  0.33
H -5.8206 3.7854 0.5753  0.48
H -5.9131 1.3752 -0.5526  0.50
H -3.9257 -0.1090 -1.7223  0.50
H -3.0577 -0.5155 -0.2360  0.06
H -2.2306 0.4200 -1.5009  0.32
S 0.4655 -0.1874 0.7928  -0.25
Sb 0.2561 -2.5593 0.5319  1.48
C -0.6818 -3.1382 2.3694  0.83
C -2.0562 -2.9446 2.4547  -0.32
C -2.7145 -3.3299 3.6125  -0.69
C -1.9996 -3.8948 4.6613  -0.55
C -0.6261 -4.0668 4.5658  -0.72
C 0.0487 -3.6846 3.4142  -0.50
C -1.0743 -3.0108 -1.0831  0.65
C -0.8352 -2.4658 -2.3400  -0.61
C -1.6383 -2.8574 -3.4014  -0.67
C -2.6594 -3.7793 -3.2014  -0.57
C -2.8867 -4.3142 -1.9405  -0.72
C -2.0867 -3.9381 -0.8685  -0.41
C 2.3006 -3.0490 0.1116  0.95
C 2.8711 -2.5223 -1.0391  -0.43
C 4.1733 -2.8812 -1.3524  -0.71
C 4.8809 -3.7390 -0.5198  -0.59
C 4.2933 -4.2515 0.6280  -0.69
C 2.9883 -3.9092 0.9545  -0.42
H -2.6167 -2.5165 1.6310  0.24
H -3.7852 -3.1992 3.6938  0.42
H -2.5160 -4.2049 5.5597  0.43
H -0.0702 -4.5043 5.3840  0.43
H 1.1201 -3.8162 3.3543  0.29
H -0.0328 -1.7553 -2.5038  0.35
H -1.4553 -2.4554 -4.3892  0.44
H -3.2719 -4.0938 -4.0358  0.46
H -3.6751 -5.0393 -1.7892  0.45
H -2.2495 -4.3879 0.1032  0.52
H 2.3271 -1.8487 -1.6905  0.19
H 4.6301 -2.4969 -2.2543  0.43
H 5.8963 -4.0160 -0.7691  0.43
H 4.8398 -4.9284 1.2705  0.43
H 2.5323 -4.3304 1.8399  0.25

Atomic forces in eV per Å
Pd 1.1 0.9 0.6
C -0.2 0.3 0.2
C -0.3 -0.1 0.0
S -0.1 0.2 -0.1
C 0.1 -0.1 -0.4
C -0.2 -0.4 0.4
S 0.0 -1.0 -0.6
C -0.1 0.3 -0.1
C 0.4 -0.1 0.1
S -0.1 -0.1 0.0
H 0.1 0.0 0.0
H 0.0 -0.1 -0.1
H 0.1 0.0 0.0
H 0.0 0.0 0.1
H 0.0 0.1 0.0
H 0.1 0.0 0.2
H 0.0 0.2 -0.2
H 0.0 0.0 -0.1
H 0.0 0.0 0.1
H 0.0 -0.1 0.0
H 0.0 0.0 -0.1
H -0.2 0.0 0.0
C -0.3 -0.1 0.4
C 1.2 0.2 0.1
C -0.7 -0.4 -0.3
C -0.6 0.4 0.2
C 1.0 -0.2 -0.1
C -0.3 0.5 -0.4
N -0.3 -0.9 -0.2
H 0.0 0.0 0.0
H 0.0 -0.1 -0.1
H 0.1 0.0 -0.1
H 0.1 0.1 0.0
H 0.1 -0.1 0.0
H -0.1 0.0 0.1
H 0.1 0.0 0.1
H 0.1 -0.1 0.2
S -1.3 0.6 -0.2
Sb 0.2 -0.3 -0.1
C 0.5 0.2 -0.9
C -0.1 0.0 0.0
C 0.0 0.0 0.0
C 0.0 0.0 0.0
C 0.1 0.0 0.0
C 0.0 0.0 0.1
C 0.5 0.2 0.6
C -0.1 0.1 -0.1
C 0.0 0.1 0.0
C 0.0 0.0 0.0
C 0.0 0.0 0.0
C -0.1 -0.1 0.0
C -0.9 0.0 0.3
C 0.0 0.0 -0.1
C 0.0 0.0 0.0
C 0.0 0.0 0.0
C 0.0 0.0 0.0
C 0.1 -0.1 0.0
H 0.0 0.0 0.0
H 0.0 0.0 0.0
H 0.0 0.0 0.0
H 0.0 0.0 0.0
H 0.0 0.0 0.0
H 0.0 0.0 0.0
H 0.0 0.0 0.0
H 0.0 0.0 0.0
H 0.0 0.0 0.0
H 0.0 0.0 0.0
H 0.0 0.0 0.0
H 0.0 0.0 0.0
H 0.0 0.0 0.0
H 0.0 0.0 0.0
H 0.0 0.0 0.0

---

No. 3
A structure of composition C30H36BrClCsFLiN2NaO12S at a distorted geometry, computed with ωB97M-V with the def2-TZVPD basis set.

Highest occupied orbital energy: -7.13 eV
Net charge: 0
Electronic energy: -5899.097983 Ha
Max |F|: 0.149 Eh/bohr
LUMO: -2.57 eV

Each line ends with the Mulliken charge.
Atoms and positions in Å:
O 5.8409 -2.5067 -0.2772  -0.65
C 4.9319 -1.7010 -0.1620  0.23
O 4.4449 -1.3627 1.0298  -0.17
C 4.3256 -1.0148 -1.3527  -1.36
C 3.3432 -1.9353 -2.0962  -0.58
C 1.9423 -1.3672 -2.0468  -1.22
C 1.3411 -1.0076 -0.6582  0.48
N 1.2363 0.4552 -0.4080  0.58
C 0.4109 0.5711 0.6859  -0.16
O 0.4802 1.5169 1.4646  -0.69
C -0.4931 -0.6201 0.7931  -0.69
C -0.0301 -1.5592 -0.3886  -0.38
C -0.1665 -3.0187 0.0987  -1.19
C 1.1374 -3.7364 -0.0698  1.33
C 1.3552 -4.9412 1.0056  -2.58
O 2.0385 -3.5563 0.8726  -0.21
H 4.5349 -2.1481 1.5897  0.34
H 5.1377 -0.6965 -2.0642  1.40
H 3.8135 -0.0901 -1.0386  -0.30
H 3.4417 -2.9759 -1.8004  0.45
H 3.6435 -1.9050 -3.1398  0.49
H 1.2559 -2.0814 -2.4974  0.45
H 1.9561 -0.5100 -2.7079  0.18
H 2.0482 -1.3333 0.1087  0.66
H 2.1190 0.7542 0.0051  0.26
H -1.5376 -0.4023 0.6108  0.46
H -0.2686 -1.0406 1.7700  0.21
H -0.8008 -1.3719 -1.1286  0.81
H -0.8945 -3.6063 -0.4526  0.39
H -0.3313 -3.0809 1.1681  0.22
H 1.5019 -3.9209 -1.0729  0.48
H 2.2761 -5.2488 1.5192  0.53
H 1.6412 -5.5896 0.1127  0.45
C -1.8495 2.8104 -3.9917  -0.33
C -0.8165 3.0028 -5.0837  -0.54
O 0.3751 2.3732 -4.5791  -0.29
S -0.0396 1.1303 -3.6860  0.85
O 0.0040 -0.0690 -4.4353  -0.63
O 0.6520 1.2561 -2.4569  -0.43
O -1.5983 1.4976 -3.4829  -0.22
H -1.7004 3.5278 -3.1805  0.25
H -2.8722 2.8826 -4.3544  0.34
H -0.6263 4.0510 -5.2947  0.33
H -1.1055 2.4924 -6.0053  0.34
Na 0.4046 -6.8257 0.1801  0.92
Br 3.2380 -0.0655 2.9293  -0.78
Cs 5.9204 0.8298 -2.4247  0.96
N -2.2031 -3.7761 4.8345  -0.62
C -2.4638 -2.5802 5.3585  -0.26
C -1.5274 -1.5596 5.4568  -0.34
C -0.2431 -1.7932 4.9888  -0.24
C 0.0465 -3.0333 4.4449  -0.24
C -0.9657 -3.9817 4.3915  -0.22
H -3.4783 -2.4377 5.7150  0.37
H -1.7996 -0.6065 5.8888  0.38
H 0.5197 -1.0259 5.0435  0.42
H 1.0349 -3.2587 4.0667  0.33
H -0.7780 -4.9635 3.9675  0.40
Cl 2.7390 1.4573 -4.9627  -0.72
F 2.4301 -6.5085 -2.3740  -0.87
C 1.1546 7.4831 2.1166  -0.92
C 1.6539 6.4824 1.3787  0.19
C 1.2946 5.0477 1.6490  1.52
O 1.7865 4.1906 0.9121  -0.82
C 0.4098 4.7413 2.7374  -0.98
C -0.0946 5.7428 3.4850  0.17
C 0.2433 7.1896 3.2068  0.88
O -0.2646 8.0351 3.9131  -0.60
O -0.9067 5.5366 4.4945  -0.55
O 2.4897 6.6854 0.3700  -0.58
H 1.4037 8.5183 1.9331  0.44
H 0.1685 3.7008 2.9250  0.60
H -1.1232 6.4190 4.8595  0.37
H 2.6949 5.8085 -0.0032  0.33
C -6.9652 -1.4288 -2.2696  -0.40
C -6.6573 -0.1290 -2.6458  -0.41
C -5.3459 0.3196 -2.5835  -0.51
C -4.3407 -0.5339 -2.1536  -0.16
C -4.6484 -1.8344 -1.7808  -0.21
C -5.9609 -2.2813 -1.8348  -0.52
H -7.9886 -1.7776 -2.3154  0.35
H -7.4407 0.5349 -2.9874  0.36
H -5.1062 1.3351 -2.8712  0.36
H -3.3167 -0.1827 -2.1117  0.39
H -3.8635 -2.5017 -1.4465  0.39
H -6.2013 -3.2943 -1.5390  0.36
Li 2.1910 2.4529 1.9296  0.57

Atomic forces in eV per Å
O -0.7 0.5 -0.3
C 1.7 -0.9 0.0
O -0.2 -0.8 -1.8
C -0.1 -0.7 0.0
C 0.1 0.2 -0.1
C -0.8 -0.2 0.1
C 1.6 0.0 -1.5
N 0.5 -1.4 3.1
C -0.3 0.6 -0.6
O 0.0 0.2 0.3
C 0.4 -0.3 -1.0
C -1.5 0.6 2.2
C 1.1 -0.5 -0.4
C -1.0 1.3 0.6
C 0.6 -1.3 -0.5
O 0.9 0.1 -1.1
H 0.3 0.3 0.5
H -3.7 -5.3 2.6
H 0.1 -0.2 -0.1
H 0.0 -0.1 0.3
H -0.1 -0.2 -0.2
H 0.0 -0.1 -0.3
H -0.2 0.2 0.0
H -0.2 -0.5 0.2
H 0.3 0.4 -0.8
H -0.2 0.3 0.7
H -0.4 -0.1 0.2
H 0.6 0.0 -0.9
H -0.4 0.2 0.0
H -0.5 0.1 0.1
H 0.2 -0.5 -0.2
H -0.7 -0.6 1.1
H 2.0 1.6 -0.1
C 0.1 0.4 0.2
C -0.1 -0.3 -0.3
O -1.9 0.9 0.2
S 0.9 0.2 -1.0
O -0.4 -0.4 0.2
O -0.7 0.4 -0.5
O 0.0 0.1 -0.1
H 0.0 0.0 0.0
H 0.0 -0.2 0.0
H 0.2 0.0 0.1
H -0.1 0.0 0.0
Na -0.6 -1.2 -0.8
Br -1.1 1.6 0.8
Cs 3.4 6.4 -2.5
N 0.0 0.1 0.0
C -0.1 0.0 0.0
C 0.0 -0.1 0.0
C 0.0 0.1 0.0
C 0.0 -0.1 -0.1
C 0.1 -0.1 -0.1
H 0.0 0.1 0.0
H 0.0 0.0 0.0
H 0.0 0.0 -0.1
H 0.0 0.0 0.0
H 0.1 0.0 0.0
Cl 2.0 -0.6 0.4
F -0.8 0.2 1.1
C 0.0 0.0 0.1
C -0.1 0.3 0.0
C -0.3 -0.1 0.1
O 0.6 0.1 0.3
C 0.1 -0.2 0.0
C 0.1 -0.4 -0.1
C 0.2 0.2 -0.3
O -0.2 -0.2 0.2
O -0.1 0.3 0.1
O 0.0 -0.3 0.0
H 0.0 0.0 0.0
H -0.1 0.1 0.0
H 0.0 0.0 0.0
H 0.0 0.0 -0.1
C 0.0 0.0 0.0
C 0.0 0.0 0.0
C 0.0 0.0 0.0
C 0.1 0.0 0.0
C 0.0 0.0 0.0
C 0.0 0.0 0.0
H 0.0 0.0 0.0
H 0.0 0.0 0.0
H 0.0 0.0 0.0
H 0.0 0.0 -0.1
H 0.0 0.0 0.0
H 0.0 0.0 0.0
Li -0.4 -0.9 0.0